a:
The following is a quantum chemistry calculation of 13 unconnected molecules or ions with the total composition C52H104O27, from OMol25.

Structure (XYZ):
```
183
C52H104O27, DFT ωB97M-V/def2-TZVPD
C -3.02 4.37 -2.32
C -1.75 5.23 -2.05
O -1.42 4.98 -0.66
C -1.84 5.85 0.30
O -2.65 6.81 0.15
O -1.36 5.52 1.48
C -1.79 6.10 2.68
H -3.89 4.48 -1.66
H -2.70 3.34 -2.17
H -3.53 4.52 -3.28
H -1.88 6.25 -2.41
H -0.94 4.92 -2.72
H -1.13 6.74 3.26
H -1.96 5.21 3.28
H -2.74 6.61 2.51
C 5.26 -3.30 -0.18
C 5.82 -3.05 1.27
O 5.89 -1.65 1.49
C 6.46 -1.24 2.70
O 6.84 -1.96 3.63
O 6.54 0.11 2.72
C 6.89 0.75 3.96
H 4.33 -2.78 -0.41
H 5.09 -4.36 -0.37
H 6.02 -3.00 -0.90
H 6.81 -3.52 1.26
H 5.21 -3.61 1.98
H 7.05 1.82 3.86
H 7.80 0.33 4.38
H 6.13 0.64 4.73
C 0.79 -3.95 12.93
C 1.85 -4.45 12.03
O 1.97 -3.59 10.88
C 2.58 -4.06 9.78
O 2.85 -5.25 9.59
O 2.62 -3.11 8.86
C 3.02 -3.45 7.52
H 0.85 -2.87 13.08
H 0.88 -4.37 13.94
H -0.19 -4.19 12.51
H 1.63 -5.49 11.82
H 2.83 -4.44 12.51
H 2.49 -4.30 7.09
H 4.06 -3.79 7.50
H 2.95 -2.63 6.81
C -7.60 -2.70 -2.67
C -6.96 -1.30 -2.81
O -7.34 -0.48 -3.91
C -8.53 0.11 -3.91
O -9.53 -0.05 -3.17
O -8.57 0.86 -5.06
C -9.67 1.76 -5.34
H -7.11 -3.23 -1.85
H -7.68 -3.24 -3.62
H -8.61 -2.53 -2.30
H -5.91 -1.42 -3.07
H -6.89 -0.76 -1.87
H -9.83 1.90 -6.41
H -9.42 2.76 -5.01
H -10.56 1.43 -4.80
C -2.22 -6.39 0.33
C -1.22 -6.02 1.35
O -1.27 -6.94 2.42
C -0.49 -6.73 3.52
O 0.35 -5.84 3.62
O -0.88 -7.56 4.51
C -0.31 -7.43 5.79
H -2.23 -7.43 -0.01
H -2.30 -5.75 -0.55
H -3.19 -6.29 0.80
H -1.44 -5.06 1.83
H -0.22 -5.95 0.92
H -0.81 -8.03 6.55
H -0.45 -6.39 6.07
H 0.77 -7.61 5.77
C 5.67 6.86 1.94
C 4.24 6.38 2.18
O 4.05 5.28 3.05
C 3.72 5.39 4.30
O 3.30 6.42 4.85
O 3.82 4.18 4.90
C 3.37 4.14 6.23
H 5.75 7.68 2.66
H 5.81 7.43 1.03
H 6.41 6.12 2.21
H 3.90 6.03 1.21
H 3.48 7.12 2.43
H 3.60 5.05 6.77
H 3.91 3.33 6.71
H 2.33 3.82 6.28
C 0.76 0.81 1.41
C 1.22 -0.47 0.74
O 0.11 -1.08 -0.02
C -0.31 -0.64 -1.34
O -1.25 -1.11 -1.92
O 0.56 0.32 -1.70
C 0.52 0.64 -3.09
H 1.51 1.32 2.02
H -0.20 0.69 1.91
H 0.44 1.57 0.71
H 1.47 -1.17 1.54
H 2.06 -0.17 0.11
H 0.87 1.66 -3.27
H -0.48 0.65 -3.52
H 1.13 -0.06 -3.67
C 0.32 -4.99 -6.83
C 1.66 -4.39 -7.32
C 2.44 -3.97 -6.07
O 1.45 -3.84 -5.03
C 0.34 -4.76 -5.34
H 0.12 -5.99 -7.23
H -0.52 -4.43 -7.25
H 1.46 -3.51 -7.93
H 2.30 -4.98 -7.98
H 3.08 -3.12 -6.30
H 3.13 -4.76 -5.78
H -0.64 -4.45 -4.97
H 0.58 -5.68 -4.81
C -3.15 0.36 -7.80
C -4.42 0.04 -8.64
C -5.02 1.39 -9.01
O -4.24 2.39 -8.38
C -2.93 1.88 -8.17
H -2.28 -0.28 -7.92
H -3.42 0.32 -6.74
H -5.11 -0.56 -8.05
H -4.16 -0.59 -9.49
H -6.07 1.45 -8.69
H -5.03 1.55 -10.08
H -2.37 2.46 -7.44
H -2.33 2.03 -9.06
C 4.50 3.10 -2.36
C 4.65 4.07 -3.48
C 5.83 3.47 -4.18
O 5.71 2.08 -4.10
C 5.14 1.80 -2.83
H 3.46 2.98 -2.07
H 5.10 3.48 -1.53
H 4.90 5.07 -3.13
H 3.79 4.06 -4.14
H 6.79 3.70 -3.73
H 5.93 3.83 -5.21
H 5.90 1.45 -2.14
H 4.36 1.06 -3.02
C -1.49 -2.02 6.76
C -2.84 -2.36 7.13
C -2.93 -1.90 8.56
O -2.22 -0.79 8.56
C -1.43 -0.66 7.35
H -1.32 -2.21 5.70
H -0.91 -2.77 7.30
H -3.15 -3.40 7.01
H -3.61 -1.85 6.55
H -2.41 -2.50 9.30
H -3.93 -1.68 8.92
H -0.40 -0.35 7.56
H -1.94 0.05 6.70
C -6.05 1.72 2.66
C -6.37 1.79 4.11
C -5.16 2.51 4.67
O -4.09 2.13 3.81
C -4.54 1.78 2.50
H -6.53 2.49 2.04
H -6.51 0.84 2.21
H -6.42 0.81 4.59
H -7.33 2.28 4.27
H -4.94 2.12 5.66
H -5.36 3.57 4.81
H -4.37 0.75 2.18
H -4.20 2.49 1.75
C 4.64 2.21 -9.34
C 3.89 2.05 -10.66
C 2.56 1.43 -10.34
O 2.23 1.82 -9.03
C 3.43 2.16 -8.36
H 5.18 3.15 -9.31
H 5.35 1.44 -9.05
H 4.40 1.36 -11.34
H 3.70 3.01 -11.14
H 2.58 0.34 -10.40
H 1.80 1.79 -11.04
H 3.65 1.46 -7.56
H 3.41 3.18 -7.98
```

- Frontier orbital gap: 9.295 eV
- LUMO level: 0.16 eV

Löwdin population analysis, charges in e, atoms 1 to 6: C -0.06; C -0.18; O 0.01; C -0.52; O 0.06; O 0.00



b:
The following is a quantum chemistry calculation of 13 unconnected molecules or ions with the total composition C52H104O27, from OMol25.

Structure (XYZ):
```
183
C52H104O27, DFT ωB97M-V/def2-TZVPD
C -4.02 7.84 -3.07
C -4.58 7.45 -1.69
O -4.43 8.55 -0.83
C -5.27 8.68 0.26
O -6.26 8.01 0.53
O -4.84 9.71 0.89
C -5.49 10.30 2.00
H -2.96 8.05 -3.12
H -4.52 8.77 -3.30
H -4.41 7.06 -3.73
H -4.01 6.59 -1.34
H -5.63 7.16 -1.78
H -6.49 10.71 1.80
H -4.88 11.16 2.29
H -5.57 9.66 2.88
C 1.10 11.03 4.72
C 2.04 10.42 3.66
O 1.86 9.07 3.47
C 2.56 8.38 2.59
O 3.35 8.84 1.75
O 2.43 7.05 2.90
C 3.17 6.15 2.11
H 1.26 10.55 5.68
H 0.05 10.84 4.49
H 1.20 12.11 4.74
H 3.09 10.54 3.95
H 1.96 10.87 2.67
H 3.04 5.17 2.57
H 4.23 6.37 2.01
H 2.67 6.05 1.14
C -0.90 8.59 1.66
C -0.71 7.24 0.99
O -0.43 6.15 1.92
C 0.18 4.93 1.65
O 0.69 4.52 0.62
O 0.18 4.21 2.89
C 0.89 3.02 2.93
H -1.94 8.61 1.98
H -0.77 9.48 1.04
H -0.38 8.69 2.61
H 0.06 7.31 0.22
H -1.64 7.03 0.46
H 0.16 2.21 2.84
H 1.36 2.91 3.91
H 1.60 2.70 2.16
C 9.11 13.92 -2.56
C 8.77 13.25 -1.18
O 7.45 12.65 -1.26
C 6.62 12.48 -0.15
O 7.03 12.50 0.97
O 5.36 12.12 -0.58
C 4.50 11.55 0.32
H 9.96 14.60 -2.56
H 8.28 14.56 -2.84
H 9.30 13.21 -3.37
H 8.70 13.98 -0.37
H 9.48 12.48 -0.88
H 4.45 12.08 1.27
H 4.79 10.51 0.48
H 3.45 11.53 0.01
C 4.36 3.47 -1.88
C 5.74 2.92 -2.04
O 5.89 1.59 -2.71
C 5.37 0.45 -2.17
O 5.14 0.20 -0.98
O 5.25 -0.35 -3.13
C 4.64 -1.71 -3.06
H 3.64 2.78 -1.44
H 4.01 3.77 -2.87
H 4.35 4.37 -1.27
H 6.17 2.92 -1.04
H 6.36 3.65 -2.56
H 3.61 -1.53 -2.77
H 5.01 -2.35 -2.26
H 4.61 -2.27 -3.99
C 0.59 8.71 -7.25
C -0.87 8.74 -7.06
O -1.22 9.05 -5.65
C -1.37 10.27 -5.24
O -0.96 11.26 -5.91
O -1.96 10.29 -4.04
C -2.36 11.50 -3.38
H 1.07 8.00 -6.57
H 0.98 9.64 -6.84
H 0.95 8.61 -8.27
H -1.28 7.75 -7.26
H -1.26 9.40 -7.84
H -1.79 12.42 -3.53
H -2.43 11.24 -2.33
H -3.39 11.77 -3.61
C 6.11 8.33 -0.04
C 6.48 6.89 -0.32
O 7.39 7.00 -1.45
C 8.22 5.93 -1.67
O 8.26 4.95 -0.91
O 9.04 6.16 -2.78
C 9.05 7.30 -3.54
H 6.96 8.97 0.21
H 5.40 8.25 0.79
H 5.51 8.69 -0.88
H 5.67 6.20 -0.55
H 7.02 6.51 0.54
H 8.92 8.21 -2.94
H 8.25 7.19 -4.27
H 9.97 7.27 -4.13
C 1.77 13.34 -4.44
C 3.11 12.76 -4.84
C 3.85 12.77 -3.50
O 2.87 12.52 -2.47
C 1.61 12.49 -3.15
H 0.96 13.08 -5.12
H 1.73 14.41 -4.27
H 3.71 13.32 -5.56
H 2.99 11.76 -5.25
H 4.38 13.72 -3.37
H 4.64 12.02 -3.52
H 0.82 12.76 -2.44
H 1.50 11.43 -3.37
C 1.40 1.11 -1.82
C 0.24 2.03 -1.56
C 0.56 3.14 -2.55
O 1.56 2.69 -3.42
C 1.80 1.29 -3.29
H 1.07 0.12 -1.50
H 2.20 1.28 -1.09
H 0.15 2.42 -0.55
H -0.73 1.69 -1.90
H 0.96 4.02 -2.04
H -0.29 3.39 -3.18
H 2.87 1.13 -3.40
H 1.20 0.71 -3.99
C 2.64 7.54 -1.81
C 1.40 6.88 -2.53
C 0.78 8.03 -3.27
O 1.04 9.17 -2.39
C 2.25 8.91 -1.64
H 3.51 7.54 -2.47
H 3.02 7.00 -0.94
H 0.75 6.57 -1.71
H 1.75 6.00 -3.07
H -0.26 7.76 -3.49
H 1.28 8.23 -4.22
H 2.21 9.04 -0.56
H 3.11 9.40 -2.10
C -0.94 4.33 -6.87
C -2.31 3.71 -7.07
C -3.09 4.23 -5.91
O -2.14 4.66 -4.86
C -1.03 5.11 -5.55
H -0.73 5.01 -7.70
H -0.27 3.47 -6.81
H -2.30 2.63 -6.92
H -2.81 3.91 -8.02
H -3.70 3.38 -5.60
H -3.78 5.02 -6.19
H -0.08 5.15 -5.00
H -1.35 6.13 -5.76
C 5.61 9.64 -5.01
C 6.01 9.68 -3.59
C 7.25 10.56 -3.59
O 7.88 10.33 -4.85
C 6.74 10.28 -5.80
H 4.70 10.16 -5.30
H 5.47 8.62 -5.36
H 6.06 8.62 -3.37
H 5.21 10.04 -2.95
H 8.05 10.35 -2.88
H 7.12 11.63 -3.51
H 7.04 9.60 -6.59
H 6.76 11.34 -6.04
C 5.19 4.64 -5.27
C 5.57 4.90 -6.76
C 4.55 5.95 -7.26
O 3.62 6.20 -6.20
C 3.72 5.09 -5.41
H 5.66 5.33 -4.57
H 5.46 3.64 -4.93
H 5.33 4.00 -7.34
H 6.60 5.23 -6.82
H 4.04 5.57 -8.14
H 5.03 6.88 -7.55
H 3.00 4.30 -5.63
H 3.45 5.40 -4.40
```

- Frontier orbital gap: 9.488 eV
- LUMO level: 0.47 eV

Löwdin population analysis, charges in e, atoms 1 to 6: C -0.04; C -0.24; O 0.01; C -0.57; O 0.11; O 0.01



Tell me which of them is the least stable. Sure, it is a.



a:
The following is a quantum chemistry calculation of a molecular structure, CH5N3O, from OMol25.

Structure (XYZ):
```
10
CH5N3O, DFT ωB97M-V/def2-TZVPD
C -0.52 -0.24 -0.02
N 1.75 0.39 0.59
N -1.04 -1.40 0.39
N 0.82 -0.12 -0.11
O 0.82 -0.54 -1.34
H -1.24 2.82 0.01
H -0.70 2.50 -0.45
H 2.60 0.37 -0.01
H -2.02 -1.59 0.10
H -0.48 -2.19 0.84
```

- Frontier orbital gap (spin up / spin down): 9.533 / 9.534 eV
- LUMO level (spin up / spin down): 0.23 / 0.23 eV

Löwdin population analysis, charges in e, atoms 1 to 6: C -0.14; N 0.17; N 0.08; N -0.42; O -0.04; H 0.02



b:
The following is a quantum chemistry calculation of CH5N3O in the gas phase, from OMol25.

Structure (XYZ):
```
10
CH5N3O, DFT ωB97M-V/def2-TZVPD
C -0.10 0.87 0.00
H 1.20 -0.93 0.72
H 2.39 -0.66 -0.16
H -0.61 1.93 -0.14
H -0.11 -0.93 -0.37
H -2.45 -0.26 0.54
N 1.44 -0.49 -0.28
N 1.05 0.81 -0.09
N -0.82 -0.32 0.13
O -2.00 -0.02 -0.34
```

- Frontier orbital gap: 10.361 eV
- LUMO level: 0.98 eV

Löwdin population analysis, charges in e, atoms 1 to 6: C -0.32; H 0.16; H 0.06; H 0.17; H 0.10; H 0.15



Tell me which of them is the least stable. Sure, it is a.



a:
The following is a quantum chemistry calculation of 2 unconnected molecules or ions with the total composition CH5N3O, from OMol25.

Structure (XYZ):
```
10
CH5N3O, DFT ωB97M-V/def2-TZVPD
C 0.60 0.49 -0.23
H -1.89 -0.40 0.91
H -2.43 0.26 -0.52
H -0.71 -1.37 0.23
H 1.69 -1.18 0.24
H 2.72 0.53 -0.18
N -1.68 0.42 0.18
N -0.47 -0.31 -0.64
N 1.83 -0.14 0.11
O 0.34 1.72 -0.10
```

- Frontier orbital gap: 9.630 eV
- LUMO level: -0.17 eV

Löwdin population analysis, charges in e, atoms 1 to 6: C -0.66; H 0.08; H 0.06; H 0.24; H 0.09; H 0.19



b:
The following is a quantum chemistry calculation of CH5N3O in the gas phase, from OMol25.

Structure (XYZ):
```
10
CH5N3O, DFT ωB97M-V/def2-TZVPD
C -0.10 0.46 0.37
H 0.59 -1.36 0.46
H 0.84 -0.60 1.84
H -0.74 1.54 1.78
H -0.33 0.99 -1.46
H 0.29 -1.23 -2.21
N 0.35 -0.55 1.02
N -0.65 1.57 0.73
N 0.08 0.22 -1.08
O -0.31 -1.04 -1.45
```

- Frontier orbital gap: 9.667 eV
- LUMO level: 0.75 eV

Löwdin population analysis, charges in e, atoms 1 to 6: C -0.57; H 0.11; H 0.09; H 0.05; H 0.07; H 0.12



Tell me which of them is the least stable. Sure, it is a.